# 1
This record from the Open Molecules 2025 dataset describes a cluster of 3 separate species, C4H12O2 in total in a non-equilibrium geometry. The level of theory is ωB97M-V with the def2-TZVPD basis set.

CARTESIAN COORDINATES (ANGSTROEM)
C -0.754 -0.492 1.434
C -0.429 -0.231 0.139
C -0.335 -1.165 -1.062
C -0.080 1.189 -0.096
H -0.682 0.165 2.251
H -1.001 -1.527 1.791
H -0.994 -1.979 -0.993
H -0.656 -0.754 -2.024
H 0.610 -1.502 -0.990
H 0.962 1.562 -0.259
H -0.625 1.614 -0.929
H -0.351 1.728 0.865
O 4.352 -1.738 -0.526
H 4.691 -0.943 -0.976
H 3.836 -1.346 0.145
O -2.829 1.842 0.786
H -3.219 2.489 0.193
H -2.498 1.090 0.248

Computed properties:
HOMO-LUMO gap	0.368	hartree
energy relative to the best compared isomer or geometry (same formula, charge and spin)	33.3	kcal per mole
HOMO level	-9.407	eV
structure (SMILES)	C=C(C)C.O.O

---

# 2
This record from the Open Molecules 2025 dataset describes a cluster of 3 separate species, C4H12O2 in total in a non-equilibrium geometry. The level of theory is ωB97M-V with the def2-TZVPD basis set.

CARTESIAN COORDINATES (ANGSTROEM)
C 0.460 -1.262 0.599
C -0.462 -0.269 0.703
C -1.910 -0.523 0.525
C 1.901 -1.014 0.596
H 0.140 -2.297 0.640
H -0.355 0.810 0.556
H -2.466 0.397 0.250
H -2.075 -1.342 -0.256
H -2.400 -0.775 1.478
H 2.026 0.008 0.939
H 2.290 -1.013 -0.455
H 2.596 -1.646 1.170
H 1.203 3.547 0.666
H -0.159 3.889 1.259
O 0.260 3.358 0.573
H -0.070 -0.149 -2.368
H -1.046 -1.487 -2.418
O -0.201 -1.075 -2.606

Computed properties:
HOMO-LUMO gap (alpha / beta)	0.385 / 0.244	hartree
energy relative to the best compared isomer or geometry (same formula, charge and spin)	12.3	kcal per mole
multiplicity	2
charge	+1
HOMO level (alpha / beta)	-15.122 / -15.121	eV

---

# 3
This record from the Open Molecules 2025 dataset describes a cluster of 2 separate species, C4H12O2S in total in a non-equilibrium geometry. The level of theory is ωB97M-V with the def2-TZVPD basis set.

CARTESIAN COORDINATES (ANGSTROEM)
O -1.245 0.364 1.316
C -0.677 0.747 0.026
C -1.032 -0.360 -0.974
C 0.147 -0.611 -1.922
C 1.346 -1.223 -1.185
S 2.843 -1.293 -2.248
H -1.138 1.166 1.824
H 0.384 0.877 0.244
H -1.035 1.722 -0.290
H -1.216 -1.296 -0.446
H -1.948 0.012 -1.428
H -0.048 -1.244 -2.782
H 0.498 0.370 -2.263
H 1.202 -2.276 -0.928
H 1.599 -0.757 -0.240
H 3.037 -2.596 -2.307
O -0.882 2.200 4.196
H -0.586 1.392 4.588
H -1.249 2.806 4.820

Computed properties:
HOMO-LUMO gap	0.357	hartree
energy relative to the best compared isomer or geometry (same formula, charge and spin)	11.9	kcal per mole
HOMO level	-9.003	eV
structure (SMILES)	OCCCCS.O

---

# 4
This record from the Open Molecules 2025 dataset describes a cluster of 2 separate species, C4H12O2S in total in a non-equilibrium geometry. The level of theory is ωB97M-V with the def2-TZVPD basis set.

CARTESIAN COORDINATES (ANGSTROEM)
O 2.377 -1.229 1.102
C 1.508 -0.315 1.498
C -0.023 -0.423 1.220
C -0.429 -0.557 -0.239
C -1.908 -0.528 -0.538
S -2.660 1.271 -0.711
H 2.478 -1.526 0.221
H 1.582 -0.234 2.637
H 2.226 0.580 1.005
H -0.496 0.460 1.722
H -0.346 -1.352 1.680
H 0.187 -1.482 -0.496
H 0.103 0.275 -0.843
H -2.355 -1.138 -1.295
H -2.249 -1.061 0.446
H -2.720 1.517 0.620
O 2.930 0.399 -1.450
H 3.085 0.847 -2.247
H 3.715 0.360 -0.937

Computed properties:
HOMO-LUMO gap	0.359	hartree
energy relative to the best compared isomer or geometry (same formula, charge and spin)	51.9	kcal per mole
HOMO level	-9.163	eV
structure (SMILES)	OCCCCS.O

---

# 5
This record from the Open Molecules 2025 dataset describes a cluster of 4 separate species, C4H12O3 in total in a non-equilibrium geometry. The level of theory is ωB97M-V with the def2-TZVPD basis set.

CARTESIAN COORDINATES (ANGSTROEM)
C -3.354 2.698 0.599
C -2.396 3.002 -0.311
C -1.019 2.638 -0.274
C -0.281 1.843 -1.080
H -3.440 1.799 1.287
H -4.357 3.024 0.650
H -2.768 3.609 -1.233
H -0.509 3.340 0.397
H 0.675 1.374 -0.747
H -0.737 1.266 -1.961
O 0.646 -2.470 1.284
H 0.933 -3.194 0.810
H 0.058 -2.844 1.825
O 4.732 -1.420 0.796
H 3.992 -0.861 1.146
H 5.522 -0.794 0.835
O 0.699 -4.024 -1.041
H 1.317 -4.143 -1.809
H 0.286 -4.843 -1.174

Computed properties:
HOMO-LUMO gap	0.356	hartree
energy relative to the best compared isomer or geometry (same formula, charge and spin)	78.2	kcal per mole
HOMO level	-9.105	eV
structure (SMILES)	C=CC=C.O.O.O

---

# 6
This record from the Open Molecules 2025 dataset describes a cluster of 3 separate species, C4H12O3 in total in a non-equilibrium geometry. The level of theory is ωB97M-V with the def2-TZVPD basis set.

CARTESIAN COORDINATES (ANGSTROEM)
C 0.038 3.064 -1.118
C -0.539 1.689 -1.001
C -0.408 0.847 0.028
C -1.136 -0.454 0.161
O 0.451 1.071 1.083
H 0.557 3.561 -0.290
H -0.760 3.731 -1.410
H 0.710 3.153 -1.979
H -1.286 1.402 -1.729
H -1.781 -0.451 1.051
H -0.423 -1.266 0.248
H -1.777 -0.599 -0.687
H 0.858 1.939 0.960
O -0.228 -4.293 1.566
H 0.559 -3.743 1.474
H -0.946 -3.675 1.369
O 1.757 -2.301 0.144
H 1.634 -1.365 -0.084
H 2.721 -2.309 0.216

Computed properties:
HOMO-LUMO gap	0.342	hartree
energy relative to the best compared isomer or geometry (same formula, charge and spin)	14.2	kcal per mole
HOMO level	-8.795	eV
structure (SMILES)	C/C=C(/C)O.O.O

---

Among the records above, which one has the highest energy relative to the best compared isomer or geometry (same formula, charge and spin)? number 5

---

What is the energy relative to the best compared isomer or geometry (same formula, charge and spin) in the fourth record? 51.9 kcal per mole

---

The highest energy relative to the best compared isomer or geometry (same formula, charge and spin) belongs to which entry? number 5

---

What is the formula in the first record? C4H12O2